(a)
One molecule with the formula C7H6O3. Source: OMol25; level of theory: ωB97M-V/def2-TZVPD.

Each line ends with the Mulliken charge.
Positions of all 16 atoms, in Å:
O  1.8671  2.6005  -0.9932  -0.492
C  1.4323  1.5942  -1.5009  -0.132
C  0.5889  0.6383  -0.8551  -0.057
C  0.5418  -0.6632  -1.3049  -0.396
C  -0.2321  -1.5715  -0.6846  -0.739
C  -0.9354  -1.1142  0.4406  0.396
O  -1.8104  -1.8451  1.2125  -0.637
C  -0.7199  0.1128  1.0360  0.769
O  -1.3003  0.4948  2.1995  -0.605
C  0.1875  0.8775  0.3924  -0.133
H  1.6901  1.5076  -2.6219  0.276
H  1.0901  -0.9376  -2.2228  0.341
H  -0.3836  -2.6590  -1.0500  0.300
H  -2.0887  -1.1675  1.9135  0.441
H  -0.6124  0.6121  2.9638  0.361
H  0.6849  1.5204  1.0751  0.306

The calculation puts the LUMO energy at 0.19 eV. The structure (SMILES) is O=Cc1ccc(O)c(O)c1. The frontier orbital gap is 0.3356 Eh.



(b)
One molecule with the formula C7H6O3. Source: OMol25; level of theory: ωB97M-V/def2-TZVPD.

Each line ends with the Mulliken charge.
Positions of all 16 atoms, in Å:
C  0.7778  -3.7033  -0.5403  -0.148
C  1.1293  -2.5939  -0.1867  -0.316
C  1.2903  -1.2591  -0.0091  0.292
C  0.0827  0.4487  -0.7797  -0.352
C  2.1621  0.9127  0.1991  0.712
C  -1.6930  1.5280  0.8153  -1.023
C  -1.3424  0.7070  -0.4855  -0.089
O  3.0413  1.6033  0.5746  -0.508
O  2.2502  -0.4489  0.2242  -0.325
O  1.0653  1.3403  -0.3353  -0.245
H  0.2758  -4.5014  -0.9741  0.447
H  -1.2281  2.5249  0.7991  0.312
H  -1.3850  1.1034  1.7489  0.332
H  -2.8298  1.4092  0.7698  0.291
H  -1.6726  1.2197  -1.3575  0.318
H  -1.9236  -0.2905  -0.4629  0.302

The calculation puts the LUMO energy (alpha / beta) at -0.89 / -0.44 eV. The frontier orbital gap (alpha / beta) is 0.2506 / 0.2920 Eh.



Which of them is the least stable? Correct choice: (b).